Entry 1:
A cluster of 2 separate species, C19H32Br2F4N2O3 in total in a non-equilibrium geometry. Source: OMol25; level of theory: ωB97M-V/def2-TZVPD.

Structure (XYZ):
```
62
C19H32Br2F4N2O3 | OMol25 | ωB97M-V/def2-TZVPD
C 2.679 -0.261 1.988
C 3.501 -0.613 0.761
N 4.225 0.222 0.137
C 3.456 -2.049 0.281
C 2.531 -2.337 -0.902
C 2.202 -3.859 -1.023
C 0.648 -4.027 -0.954
C 0.007 -4.229 0.402
Br 1.189 -4.483 1.886
C -1.312 -4.266 0.658
C -1.988 -4.410 1.984
Br -2.556 -4.201 -0.787
C 0.276 -2.687 -1.607
C 0.505 -2.695 -3.131
C -0.754 -2.360 -3.933
F 1.521 -1.815 -3.489
N 1.158 -1.756 -0.844
C 0.926 -0.297 -1.142
C -0.162 0.202 -0.195
C -0.742 1.565 -0.638
O -0.016 2.146 -1.702
H 2.186 0.695 1.836
H 3.323 -0.202 2.862
H 1.914 -1.014 2.176
H 4.161 1.136 0.586
H 3.229 -2.692 1.129
H 4.457 -2.317 -0.049
H 3.055 -2.048 -1.802
H 2.457 -4.126 -2.048
H 2.788 -4.515 -0.393
H 0.426 -4.832 -1.653
H -2.324 -5.430 2.152
H -1.357 -4.057 2.792
H -2.877 -3.782 1.984
H -0.724 -2.318 -1.429
H 0.841 -3.683 -3.444
H -0.518 -1.502 -4.561
H -1.019 -3.168 -4.606
H -1.591 -2.068 -3.308
H 0.924 -1.825 0.150
H 0.572 -0.167 -2.157
H 1.836 0.274 -1.018
H -0.976 -0.528 -0.158
H 0.251 0.246 0.814
H -1.776 1.418 -0.935
H -0.804 2.222 0.224
H 0.509 2.853 -1.330
C -3.667 6.612 2.420
C -3.366 6.447 0.934
O -2.012 6.239 0.612
C -1.495 4.878 0.692
O -2.220 3.967 0.116
C -1.157 4.475 2.159
F -0.628 5.480 2.900
F -0.199 3.499 2.143
F -2.173 3.967 2.873
H -2.899 7.216 2.904
H -4.636 7.101 2.551
H -3.719 5.655 2.935
H -3.624 7.388 0.438
H -3.996 5.673 0.485
H -0.466 5.047 0.275
```

Largest force on an atom = 1.6 eV Å⁻¹
HOMO energy = -6.0 eV
Energy = -180295.876 eV
LUMO level = -0.67 eV

***

Entry 2:
A structure of composition C39H108B2N4O13Sn in a non-equilibrium geometry. Source: OMol25; level of theory: ωB97M-V/def2-TZVPD.

Structure (XYZ):
```
167
C39H108B2N4O13Sn | OMol25 | ωB97M-V/def2-TZVPD
Sn 0.661 -0.268 -0.371
B 3.356 1.108 0.738
H 3.167 0.056 0.878
H 2.793 1.422 -0.127
H 3.106 1.514 1.706
H 4.394 1.289 0.503
B -2.157 -0.428 -1.821
H -1.852 -1.463 -1.841
H -2.053 -0.074 -0.807
H -1.474 0.193 -2.379
H -3.119 -0.186 -2.246
C -1.244 3.168 -1.957
O 0.061 2.679 -1.472
C 0.941 3.566 -0.812
C 0.567 3.689 0.657
N 0.845 2.451 1.320
C 0.363 2.455 2.730
C 0.762 1.153 3.482
O 0.087 0.112 2.801
C -0.228 -1.096 3.587
H -1.087 3.920 -2.730
H -1.895 3.604 -1.200
H -1.733 2.370 -2.515
H 1.087 4.554 -1.250
H 1.997 3.297 -0.812
H -0.486 3.939 0.783
H 1.196 4.431 1.149
H 1.835 2.266 1.242
H -0.702 2.533 2.950
H 0.815 3.360 3.134
H 0.412 1.104 4.513
H 1.840 1.012 3.556
H -0.818 -1.818 3.023
H -1.021 -0.747 4.249
H 0.583 -1.551 4.155
C 3.480 6.877 -0.307
O 4.297 6.429 -1.358
C 4.721 4.993 -1.195
C 5.339 4.634 0.184
N 4.309 4.018 1.142
C 4.945 4.149 2.461
C 4.130 3.674 3.635
O 5.010 3.855 4.777
C 4.952 5.106 5.477
H 4.094 6.889 0.593
H 2.702 6.184 0.012
H 3.101 7.887 -0.467
H 5.291 4.601 -2.037
H 3.842 4.368 -1.352
H 5.934 5.476 0.538
H 6.013 3.785 0.069
H 4.110 3.035 1.019
H 5.295 5.162 2.659
H 5.841 3.529 2.410
H 3.882 2.626 3.464
H 3.129 4.084 3.775
H 5.116 5.952 4.810
H 5.772 5.258 6.179
H 4.082 5.315 6.099
C 0.097 1.155 -7.207
O 1.187 1.194 -6.234
C 0.723 0.904 -4.889
C 0.525 -0.702 -4.793
N 0.376 -1.170 -3.395
C 0.549 -2.624 -3.141
C 2.021 -2.907 -2.950
O 2.287 -2.584 -1.572
C 3.561 -3.048 -1.139
H 0.469 1.631 -8.115
H -0.824 1.662 -6.921
H -0.052 0.129 -7.542
H -0.127 1.551 -4.671
H 1.453 1.344 -4.210
H 1.468 -1.032 -5.228
H -0.310 -1.052 -5.400
H -0.591 -0.942 -3.213
H 0.122 -3.139 -4.001
H 0.124 -2.946 -2.190
H 2.663 -2.337 -3.622
H 2.110 -3.943 -3.277
H 3.602 -3.076 -0.050
H 4.353 -2.412 -1.534
H 3.640 -4.099 -1.418
C -3.867 -1.451 2.567
O -4.057 -1.408 4.017
C -5.442 -1.583 4.413
C -5.517 -2.701 5.529
N -4.728 -3.948 5.204
C -5.425 -4.783 4.261
C -4.836 -6.198 4.265
O -5.529 -7.250 3.578
C -5.536 -7.276 2.134
H -4.466 -0.913 1.833
H -3.887 -2.490 2.238
H -2.842 -1.097 2.462
H -6.122 -1.902 3.622
H -5.861 -0.654 4.798
H -6.582 -2.905 5.635
H -5.220 -2.322 6.507
H -3.839 -3.695 4.797
H -5.324 -4.466 3.223
H -6.456 -4.695 4.606
H -4.706 -6.590 5.274
H -3.833 -5.961 3.910
H -5.044 -8.151 1.710
H -5.093 -6.391 1.675
H -6.527 -7.197 1.687
C 4.435 -3.035 2.677
C 3.233 -2.318 3.232
C 3.622 -1.204 4.298
O 2.472 -1.679 2.190
H 4.153 -3.775 1.928
H 5.115 -3.465 3.413
H 5.070 -2.483 1.984
H 2.539 -2.879 3.858
H 4.035 -0.417 3.667
H 4.263 -1.623 5.074
H 2.809 -0.639 4.755
H 3.147 -1.055 1.913
C -4.336 0.905 -6.042
C -4.200 -0.354 -5.229
C -4.618 -1.640 -6.079
O -2.858 -0.467 -4.778
H -5.333 0.850 -6.477
H -3.602 1.083 -6.828
H -4.326 1.659 -5.255
H -4.803 -0.338 -4.321
H -4.415 -2.596 -5.596
H -4.000 -1.790 -6.964
H -5.548 -1.605 -6.645
H -2.862 -0.301 -3.833
C -1.449 -4.606 1.514
C -1.559 -3.856 0.135
C -2.992 -4.148 -0.337
O -1.546 -2.442 0.234
H -0.501 -4.268 1.933
H -1.335 -5.690 1.502
H -2.251 -4.315 2.193
H -0.718 -4.127 -0.504
H -3.265 -5.199 -0.435
H -2.965 -3.860 -1.388
H -3.762 -3.685 0.280
H -1.759 -2.103 -0.638
C -4.404 2.591 -0.755
C -5.668 1.741 -0.278
C -6.922 2.519 -0.483
O -5.642 0.630 -1.135
H -4.280 3.478 -0.134
H -4.340 2.917 -1.793
H -3.489 2.016 -0.613
H -5.520 1.432 0.757
H -6.708 3.199 -1.308
H -7.041 3.334 0.231
H -7.868 1.993 -0.614
H -4.755 0.472 -1.467
C 6.398 -0.214 -1.527
C 5.386 0.690 -2.238
C 5.559 0.729 -3.702
O 4.221 0.153 -1.834
H 6.189 -1.211 -1.914
H 6.161 -0.331 -0.470
H 7.424 0.088 -1.738
H 5.451 1.753 -2.008
H 6.628 0.841 -3.882
H 5.027 1.550 -4.184
H 5.055 -0.150 -4.102
H 4.171 0.215 -0.877
```

Largest force on an atom = 4.6 eV Å⁻¹
HOMO energy = -8.7 eV
Energy = -81939.275 eV
LUMO level = -1.11 eV

***

| no. | HOMO-LUMO gap (eV) |
| --- | --- |
| 1 | 5.3713 |
| 2 | 7.5460 |